No. 1
Molecular formula: C5H12S
Method: DFT, ωB97M-V with the def2-TZVPD basis set

Atoms and positions in Å:
C (1.4430, 0.6469, -2.3479)
C (0.8514, -0.4103, -1.8044)
C (1.7094, -1.5445, -1.2055)
H (1.0406, 1.2055, -3.1900)
H (2.4662, 0.9193, -2.1339)
H (-0.1615, -0.6095, -2.1305)
H (2.1972, -1.1473, -0.3096)
H (2.5140, -1.6274, -1.9268)
H (1.1240, -2.3928, -0.8881)
C (-0.2728, -0.1022, 2.3055)
S (-1.1789, 0.2519, 0.7673)
C (-2.6477, 1.2400, 1.2197)
H (-0.9601, -0.3705, 3.1088)
H (0.3152, -0.9669, 2.0002)
H (0.3478, 0.7306, 2.6238)
H (-2.5614, 2.1933, 0.7156)
H (-2.7110, 1.3114, 2.3048)
H (-3.5156, 0.6724, 0.8912)

Calculated values
Net charge = 0
ΔE to the lowest compared entry with this formula, charge and spin = 152.59 kJ/mol
Strongest force on any atom = 0.0498 hartree/bohr
SMILES string = C=CC.CSC

=====

No. 2
Molecular formula: C5H12S
Method: DFT, ωB97M-V with the def2-TZVPD basis set

Atoms and positions in Å:
C (-1.9948, -0.4264, 1.2725)
C (-1.3033, 0.7443, 0.5100)
C (-0.7257, 0.3166, -0.7951)
C (0.4027, -0.8079, -0.7168)
S (1.5664, -0.6533, 0.5987)
C (2.8961, 0.2802, -0.2867)
H (-1.1636, -1.0267, 1.6951)
H (-2.5408, 0.0154, 2.1160)
H (-2.6516, -0.9532, 0.6018)
H (-0.5342, 1.1584, 1.1669)
H (-2.0202, 1.5664, 0.3430)
H (-0.3515, 1.1328, -1.4175)
H (-1.5382, -0.1367, -1.3695)
H (-0.1684, -1.7306, -0.6919)
H (0.8795, -0.8739, -1.7179)
H (3.1321, -0.3242, -1.1572)
H (3.7168, 0.4967, 0.3786)
H (2.3989, 1.2221, -0.5302)

Calculated values
Net charge = 0
ΔE to the lowest compared entry with this formula, charge and spin = 25.98 kJ/mol
Strongest force on any atom = 0.0484 hartree/bohr
SMILES string = CCCCSC

=====

No. 3
Molecular formula: C5H12S
Method: DFT, ωB97M-V with the def2-TZVPD basis set

Atoms and positions in Å:
C (0.1008, -1.3266, -3.1348)
C (0.4144, -0.6380, -2.0745)
C (0.2828, 0.8446, -1.9897)
H (0.0743, -2.4318, -3.1908)
H (-0.3541, -0.7813, -3.8708)
H (0.7247, -1.3338, -1.3018)
H (0.4572, 1.2247, -3.0328)
H (-0.6447, 1.1817, -1.7245)
H (1.0363, 1.2660, -1.2897)
C (-1.1170, 0.3300, 2.7554)
C (0.4067, 0.0414, 2.7452)
S (1.0758, 0.8979, 1.2273)
H (-1.3979, 0.3188, 1.7612)
H (-1.6585, -0.2848, 3.4300)
H (-1.4198, 1.2579, 3.1278)
H (0.5997, -1.0434, 2.6658)
H (0.9473, 0.4603, 3.6196)
H (0.4722, 0.0164, 0.2770)

Calculated values
Net charge = 0
ΔE to the lowest compared entry with this formula, charge and spin = 181.08 kJ/mol
Strongest force on any atom = 0.0713 hartree/bohr
SMILES string = C=CC.CCS

=====

No. 4
Molecular formula: C5H12S
Method: DFT, ωB97M-V with the def2-TZVPD basis set

Atoms and positions in Å:
C (1.2687, -2.6186, -0.1801)
C (1.4499, -1.1384, -0.2154)
C (0.6813, -0.3783, 0.9328)
C (-0.7123, -0.2912, 0.5284)
S (-1.1227, 1.0174, -0.6753)
C (-0.5865, 2.6531, 0.1760)
H (1.3155, -2.8950, -1.1800)
H (1.9057, -3.1911, 0.4609)
H (0.2314, -2.8373, 0.1952)
H (0.8364, -0.8355, -1.1066)
H (2.5157, -0.7916, -0.3531)
H (1.1940, 0.7009, 0.9145)
H (0.9310, -0.9913, 1.9623)
H (-0.7590, -2.9009, 0.3742)
H (-1.5664, -0.6800, 1.0980)
H (0.5111, 2.8443, -0.1322)
H (-0.5140, 2.5008, 1.3049)
H (-1.2450, 3.4390, -0.1833)

Calculated values
Net charge = 0
ΔE to the lowest compared entry with this formula, charge and spin = 654.96 kJ/mol
Strongest force on any atom = 0.0601 hartree/bohr

=====

No. 5
Molecular formula: C5H12S2
Method: DFT, ωB97M-V with the def2-TZVPD basis set

Atoms and positions in Å:
C (-2.5046, -1.8680, -0.9881)
C (-1.4276, -2.6803, -1.0010)
C (-0.2505, -2.4870, -1.9316)
H (-3.3743, -1.9235, -0.3391)
H (-2.6791, -1.0586, -1.6803)
H (-1.4258, -3.5442, -0.3073)
H (-0.3935, -3.0850, -2.8438)
H (-0.1510, -1.4611, -2.2369)
H (0.7023, -2.7819, -1.4818)
C (0.6709, 2.5286, -1.5902)
C (0.7355, 2.2496, -0.0761)
S (0.0993, 0.5861, 0.4695)
S (1.0228, 0.3253, 2.3759)
H (-0.3679, 2.5707, -1.9379)
H (1.3088, 1.8606, -2.1445)
H (1.0756, 3.5413, -1.7401)
H (0.1720, 2.9448, 0.5426)
H (1.8011, 2.3535, 0.2025)
H (2.0362, -0.4548, 1.9625)

Calculated values
Net charge = 0
ΔE to the lowest compared entry with this formula, charge and spin = 110.14 kJ/mol
Strongest force on any atom = 0.0279 hartree/bohr
SMILES string = C=CC.CCSS

=====

No. 6
Molecular formula: C5H12Se
Method: DFT, ωB97M-V with the def2-TZVPD basis set

Atoms and positions in Å:
C (-1.3501, 2.1323, 0.9204)
Se (0.4507, 1.5966, 0.9866)
C (0.3819, -0.4244, -0.1663)
C (0.8106, -0.1134, -1.6083)
C (-0.9563, -1.0216, 0.0006)
C (1.4850, -1.1493, 0.5441)
H (-1.3549, 3.1220, 1.1802)
H (-1.9850, 2.1628, 0.0002)
H (-1.8804, 1.4846, 1.7111)
H (1.8549, -0.0336, -1.4300)
H (0.7803, -0.9477, -2.2474)
H (0.3751, 0.6178, -2.1767)
H (-1.4562, -0.7160, -0.8931)
H (-1.0005, -2.0946, 0.0170)
H (-1.4970, -0.8381, 0.9035)
H (1.1500, -1.2524, 1.5900)
H (1.7347, -2.0543, 0.0934)
H (2.4572, -0.4706, 0.5746)

Calculated values
Net charge = 0
ΔE to the lowest compared entry with this formula, charge and spin = 0.00 kJ/mol
Strongest force on any atom = 0.0791 hartree/bohr
SMILES string = C[Se]C(C)(C)C

=====

Energy, respectively: -16213.1942, -16214.5064, -16212.8990, -16207.9876, -27049.0790, -70723.9431 eV.
HOMO-LUMO gap, respectively: 9.38, 9.41, 9.95, 5.80, 9.46, 8.74 eV.
HOMO, respectively: -8.32, -8.41, -9.03, -7.05, -9.03, -8.00 eV.